1.
Computed, not measured: one molecule with the formula C6H6N2 at a distorted geometry, with ωB97M-V/def2-TZVPD.

Computed properties:
SMILES ... C#C[C@@]1(C#N)CCN1
F_max ... 4.9 eV Å⁻¹
Total charge ... 0
Gap between HOMO and LUMO ... 0.3831 hartree

Last columns: bonded neighbours and bond lengths (Å).
Positions of all 14 atoms, in Å:
1 C -2.727 -0.806 -0.117  C2 1.232, H9 1.080
2 C -1.659 -0.191 -0.096  C1 1.232, C3 1.425
3 C -0.345 0.353 -0.001  C2 1.425, C4 1.550, C6 1.579, N8 1.405
4 C -0.547 1.889 0.040  C3 1.550, N5 1.195
5 N -0.338 3.063 -0.050  C4 1.195
6 C 0.705 -0.277 0.996  C3 1.579, C7 1.667, H10 1.251, H11 1.161
7 C 1.765 -0.556 -0.261  C6 1.667, N8 1.564, H12 1.210, H13 1.215
8 N 0.620 0.203 -1.011  C3 1.405, C7 1.564, H14 0.977
9 H -3.769 -1.060 -0.235  C1 1.080
10 H 1.060 0.702 1.689  C6 1.251
11 H 0.176 -1.122 1.590  C6 1.161
12 H 2.944 -0.282 -0.247  C7 1.210
13 H 1.806 -1.757 -0.433  C7 1.215
14 H 0.309 -0.160 -1.864  N8 0.977

2.
Computed, not measured: a 6-piece molecular cluster, C18H42F2O22P4 overall at a distorted geometry, with ωB97M-V/def2-TZVPD.

Computed properties:
SMILES ... O=C1OC[C@@H](F)O1.O=C1OC[C@@H](F)O1.COP(=O)(OC)OC.COP(=O)(OC)OC.COP(=O)(OC)OC.COP(=O)(OC)OC
F_max ... 4.6 eV Å⁻¹
Total charge ... 0
Gap between HOMO and LUMO ... 0.3964 hartree

Last columns: bonded neighbours and bond lengths (Å).
Positions of all 88 atoms, in Å:
1 O 6.665 5.358 -4.148  C2 1.184
2 C 5.563 5.759 -4.305  O1 1.184, O3 1.398, O7 1.403
3 O 5.258 7.097 -4.574  C2 1.398, C4 1.434
4 C 3.866 7.205 -4.897  O3 1.434, C5 1.553, H8 1.090, H9 1.090
5 C 3.283 5.892 -4.308  C4 1.553, F6 1.339, O7 1.369, H10 1.090
6 F 2.445 5.286 -5.160  C5 1.339
7 O 4.357 5.044 -4.265  C2 1.403, C5 1.369
8 H 3.421 8.113 -4.489  C4 1.090
9 H 3.672 7.103 -5.964  C4 1.090
10 H 2.690 6.065 -3.410  C5 1.090
11 O -6.869 3.280 4.430  C12 1.189
12 C -5.973 4.061 4.402  O11 1.189, O13 1.353, O17 1.303
13 O -5.513 4.729 3.319  C12 1.353, C14 1.470
14 C -4.574 5.688 3.917  O13 1.470, C15 1.548, H18 1.090, H19 1.090
15 C -3.905 4.721 4.923  C14 1.548, F16 1.331, O17 1.407, H20 1.090
16 F -3.046 5.372 5.704  C15 1.331
17 O -5.106 4.144 5.372  C12 1.303, C15 1.407
18 H -3.815 6.133 3.273  C14 1.090
19 H -5.014 6.538 4.438  C14 1.090
20 H -3.320 3.996 4.356  C15 1.090
21 C -1.522 -2.411 -5.098  O22 1.402, H29 1.090, H30 1.090, H31 1.090
22 O -2.915 -2.569 -5.119  C21 1.402, P23 1.628
23 P -3.608 -4.024 -4.885  O22 1.628, O24 1.500, O25 1.627, O27 1.617
24 O -2.921 -5.231 -5.452  P23 1.500
25 O -3.868 -3.894 -3.284  P23 1.627, C26 1.443
26 C -4.654 -4.919 -2.638  O25 1.443, H32 1.090, H33 1.090, H34 1.090
27 O -5.066 -3.768 -5.537  P23 1.617, C28 1.400
28 C -5.741 -2.542 -5.519  O27 1.400, H35 1.090, H36 1.090, H37 1.090
29 H -1.202 -2.076 -6.085  C21 1.090
30 H -0.946 -3.217 -4.644  C21 1.090
31 H -1.287 -1.542 -4.484  C21 1.090
32 H -4.356 -5.880 -3.056  C26 1.090
33 H -5.685 -4.633 -2.845  C26 1.090
34 H -4.377 -5.001 -1.587  C26 1.090
35 H -5.165 -1.724 -5.950  C28 1.090
36 H -6.201 -2.266 -4.570  C28 1.090
37 H -6.528 -2.908 -6.178  C28 1.090
38 C -6.754 -6.188 3.667  O39 1.368, H46 1.090, H47 1.090, H48 1.090
39 O -5.444 -6.096 3.282  C38 1.368, P40 1.652
40 P -4.301 -6.370 4.442  O39 1.652, O41 1.483, O42 1.630, O44 1.622
41 O -4.512 -5.804 5.797  P40 1.483
42 O -2.985 -5.747 3.709  P40 1.630, C43 1.423
43 C -2.870 -4.361 3.409  O42 1.423, H49 1.090, H50 1.090, H51 1.090
44 O -4.092 -7.977 4.368  P40 1.622, C45 1.406
45 C -4.360 -8.816 5.465  O44 1.406, H52 1.090, H53 1.090, H54 1.090
46 H -7.200 -5.276 4.063  C38 1.090
47 H -6.801 -6.920 4.473  C38 1.090
48 H -7.283 -6.734 2.885  C38 1.090
49 H -3.627 -3.794 3.951  C43 1.090
50 H -3.060 -4.100 2.368  C43 1.090
51 H -2.096 -3.758 3.884  C43 1.090
52 H -4.820 -8.219 6.253  C45 1.090
53 H -3.425 -9.221 5.849  C45 1.090
54 H -4.906 -9.736 5.257  C45 1.090
55 C -2.678 0.881 -0.617  O56 1.382, H63 1.090, H64 1.090, H65 1.090
56 O -1.328 1.046 -0.862  C55 1.382, P57 1.612
57 P -0.432 1.980 0.099  O56 1.612, O58 1.463, O59 1.692, O61 1.604
58 O -1.030 3.240 0.542  P57 1.463
59 O 0.995 2.218 -0.779  P57 1.692, C60 1.452
60 C 1.713 0.997 -1.092  O59 1.452, H66 1.090, H67 1.090, H68 1.090
61 O -0.094 0.912 1.248  P57 1.604, C62 1.433
62 C 0.648 1.323 2.403  O61 1.433, H69 1.090, H70 1.090, H71 1.090
63 H -3.143 0.577 -1.554  C55 1.090
64 H -3.091 1.889 -0.578  C55 1.090
65 H -2.878 0.121 0.138  C55 1.090
66 H 1.267 0.167 -0.544  C60 1.090
67 H 2.678 1.171 -0.617  C60 1.090
68 H 1.805 0.815 -2.163  C60 1.090
69 H 0.706 2.410 2.472  C62 1.090
70 H 1.551 0.740 2.582  C62 1.090
71 H 0.213 1.054 3.365  C62 1.090
72 C 7.577 3.195 2.111  O73 1.381, H80 1.090, H81 1.090, H82 1.090
73 O 7.394 2.330 1.051  C72 1.381, P74 1.613
74 P 8.745 1.854 0.311  O73 1.613, O75 1.516, O76 1.632, O78 1.613
75 O 9.575 0.877 1.121  P74 1.516
76 O 8.062 1.225 -1.031  P74 1.632, C77 1.481
77 C 8.757 0.047 -1.600  O76 1.481, H83 1.090, H84 1.090, H85 1.090
78 O 9.468 3.241 -0.085  P74 1.613, C79 1.385
79 C 10.778 3.097 -0.510  O78 1.385, H86 1.090, H87 1.090, H88 1.090
80 H 8.557 3.223 2.586  C72 1.090
81 H 6.763 2.924 2.784  C72 1.090
82 H 7.487 4.167 1.626  C72 1.090
83 H 9.774 -0.127 -1.247  C77 1.090
84 H 8.921 0.106 -2.676  C77 1.090
85 H 8.338 -0.910 -1.290  C77 1.090
86 H 10.896 2.268 -1.207  C79 1.090
87 H 11.504 3.088 0.304  C79 1.090
88 H 10.994 3.991 -1.095  C79 1.090

Across the entries above, energy above the lowest of the compared OMol25 structures with the same formula, charge and spin takes the values 496.9 474.7 kJ/mol, respectively.
Across the entries above, E_tot takes the values -341.53330 -3931.70656 Ha, respectively.